Formula: C2H4N6S2
Source: the Open Molecules 2025 dataset
Level of theory: wB97M-V/def2-TZVPD

Computed properties:
E_tot   -32745.5038 eV
ΔE to the lowest compared entry with this formula, charge and spin   65.9 kcal/mol
E_HOMO (alpha / beta)   -7.6 / -7.6 eV
LUMO level (alpha / beta)   -0.0467 / -0.0465 hartree

Element x y z (Å)
C (0.32216, 0.38112, -0.21784)
C (0.49162, -0.43862, 0.89637)
N (0.91035, 1.44018, -0.79305)
N (0.31186, 1.85919, -1.79115)
N (-1.01353, 0.22868, -1.09896)
N (-0.81770, 1.17270, -2.07209)
N (1.47048, -0.09037, 1.74535)
N (-0.38150, -1.45393, 1.21210)
S (-2.19119, -0.81974, -1.10287)
S (-1.87362, 1.55317, -3.28060)
H (2.26124, 0.42434, 1.58430)
H (1.47656, -0.38375, 2.75117)
H (-1.11492, -1.71742, 0.41435)
H (0.14821, -2.15556, 1.75293)



Formula: C31H29IrN4O5PS2
Source: the Open Molecules 2025 dataset
Level of theory: wB97M-V/def2-TZVPD

Computed properties:
E_tot   -82604.3643 eV
Net charge   +1
2S+1   5
ΔE to the lowest compared entry with this formula, charge and spin   0.0 kcal/mol
E_HOMO (alpha / beta)   -8.1 / -11.1 eV
LUMO level (alpha / beta)   -0.1029 / -0.1852 hartree

Element x y z (Å)
Ir (9.28389, 10.81254, 11.87023)
O (9.18310, 13.30136, 11.67408)
C (8.81439, 12.66521, 12.65860)
C (8.90560, 13.00401, 14.09104)
C (8.66670, 14.29422, 14.54194)
C (8.53883, 14.53118, 15.90789)
C (8.63427, 13.47405, 16.79369)
C (8.92166, 12.18961, 16.37211)
C (9.05107, 11.96243, 14.97978)
P (9.64693, 10.47630, 14.09173)
C (11.43400, 10.33528, 14.51663)
C (12.12599, 11.44890, 15.02371)
C (13.46025, 11.36447, 15.43264)
C (14.12363, 10.16133, 15.30434)
C (13.48815, 9.02662, 14.77661)
C (12.14766, 9.13339, 14.38118)
C (8.96834, 8.96007, 14.82752)
C (9.52055, 8.50768, 16.00081)
C (9.03701, 7.29660, 16.57722)
C (7.96038, 6.64850, 15.99541)
C (7.39189, 7.11401, 14.82266)
C (7.94477, 8.26405, 14.20352)
H (8.51794, 15.08546, 13.82317)
H (8.38304, 15.52743, 16.26202)
H (8.55144, 13.68794, 17.83386)
H (9.02119, 11.41414, 17.09637)
H (11.60148, 12.35103, 15.12814)
H (13.89503, 12.20857, 15.90063)
H (15.10583, 10.01745, 15.71238)
H (14.01071, 8.11580, 14.69526)
H (11.61106, 8.27196, 13.91704)
H (10.32314, 8.99310, 16.56190)
H (9.46305, 6.93639, 17.50107)
H (7.72297, 5.63772, 16.41129)
H (6.55808, 6.57694, 14.28260)
H (7.52987, 8.70964, 13.32065)
O (11.42618, 6.75137, 11.01376)
C (11.50898, 6.95698, 9.68861)
C (12.50566, 6.21165, 8.99759)
C (12.62130, 6.35449, 7.65514)
C (11.74864, 7.16458, 6.89941)
C (10.90704, 7.96864, 7.57736)
C (10.70664, 7.86080, 8.97111)
C (9.75823, 8.77705, 9.71398)
O (9.69196, 8.76884, 10.93779)
N (9.00959, 9.66334, 8.95324)
N (8.60522, 10.70620, 9.66486)
C (7.78447, 11.51524, 8.98322)
S (7.45196, 11.16670, 7.29988)
C (6.77539, 12.82877, 7.02258)
C (6.09151, 13.36195, 8.29141)
S (7.16551, 12.93534, 9.70599)
H (10.75124, 7.27439, 11.44682)
H (13.16835, 5.53081, 9.53888)
H (13.41268, 5.81395, 7.18405)
H (11.82145, 7.24382, 5.82593)
H (10.35000, 8.72587, 7.02969)
H (6.10596, 12.84567, 6.17528)
H (7.60780, 13.51150, 6.76373)
H (5.11951, 12.99683, 8.47640)
H (6.01249, 14.42442, 8.23708)
C (13.97871, 10.29703, 10.61778)
O (13.45470, 11.35375, 9.79026)
C (12.18469, 11.67874, 10.04056)
O (11.48302, 11.13760, 10.89268)
N (11.78833, 12.67043, 9.21423)
N (10.41522, 12.86585, 8.99600)
H (15.06163, 10.40219, 10.56619)
H (13.73374, 9.28836, 10.21432)
H (13.65082, 10.37882, 11.66200)
H (12.48187, 12.93273, 8.49577)
H (10.18415, 12.82963, 7.99279)
H (10.14997, 13.69847, 9.47617)



Formula: C20H55NO13V
Source: the Open Molecules 2025 dataset
Level of theory: wB97M-V/def2-TZVPD

Computed properties:
E_tot   -75410.6198 eV
Net charge   +1
2S+1   3
E_HOMO (alpha / beta)   -11.2 / -11.2 eV
LUMO level (alpha / beta)   -0.2565 / -0.2090 hartree

Element x y z (Å)
V (0.27434, 0.67339, -3.61478)
O (1.64314, 0.90931, -1.89793)
C (1.00525, 0.85103, -0.61152)
C (-0.55822, 0.24893, -0.66825)
O (-1.16396, 0.21596, -2.00464)
H (1.06119, 1.89424, -0.30057)
H (1.61631, 0.37791, 0.15716)
H (-1.20165, 0.89339, -0.06927)
H (-0.61662, -0.69435, -0.12519)
C (2.02360, -3.08375, -1.10759)
C (0.81003, -4.05837, -0.96247)
C (-0.01529, -4.01734, 0.29900)
O (-1.22175, -4.79120, 0.33636)
C (-2.20597, -4.17601, 1.09563)
N (0.10790, -3.94939, -2.26383)
H (2.79883, -3.30650, -1.84073)
H (2.45998, -3.00006, -0.11227)
H (1.71196, -2.07006, -1.35942)
H (1.25809, -5.05139, -0.92709)
H (-0.00056, -3.01053, 0.71639)
H (0.57954, -4.45215, 1.10226)
H (-3.12646, -4.65112, 0.75640)
H (-2.18347, -3.08743, 1.04468)
H (-2.12106, -4.47901, 2.13922)
H (-0.51637, -3.27394, -1.84652)
H (0.62293, -3.27509, -2.81170)
C (-5.80961, -0.30349, 0.42241)
C (-5.25063, -0.66166, 1.78849)
C (-3.71782, -0.58034, 1.86354)
O (-5.76180, 0.22808, 2.76125)
H (-5.29596, 0.40007, -0.23277)
H (-6.69615, 0.33048, 0.43706)
H (-6.03074, -1.17700, -0.19093)
H (-5.63038, -1.61741, 2.14965)
H (-3.34348, 0.44128, 1.79827)
H (-3.46782, -1.03452, 0.90473)
H (-3.31011, -1.11413, 2.72199)
H (-5.30516, 1.04833, 2.56057)
C (-0.29317, -0.31794, 4.52143)
C (0.18889, -1.64955, 3.91616)
C (-0.30535, -2.88175, 4.64273)
O (-0.49237, -1.59003, 2.60033)
H (-1.34499, -0.48724, 4.75187)
H (-0.13613, 0.63232, 4.01108)
H (0.17210, -0.28643, 5.50664)
H (1.26839, -1.62181, 3.76781)
H (-1.26665, -2.77901, 5.14617)
H (0.30515, -3.18649, 5.49274)
H (-0.30970, -3.72336, 3.95007)
H (-0.18801, -0.78449, 2.17598)
C (4.52859, 3.78924, -2.21876)
C (4.95600, 2.73952, -1.19541)
O (4.66168, 1.42676, -1.50163)
O (3.12011, 3.66548, -2.50841)
H (5.05396, 3.82735, -3.17303)
H (4.69935, 4.81315, -1.88626)
H (4.44240, 2.90054, -0.24758)
H (5.99992, 2.99989, -1.02067)
H (3.71045, 1.35045, -1.60619)
H (2.93787, 2.74471, -2.70982)
C (-1.52156, 3.13453, -3.87697)
C (-2.14522, 2.11940, -4.81817)
O (-1.42194, 0.85953, -4.88050)
O (-0.22578, 2.85312, -3.53498)
H (-2.08042, 3.21303, -2.94444)
H (-1.50187, 4.13347, -4.31266)
H (-2.24361, 2.43074, -5.85811)
H (-3.15680, 1.85423, -4.51077)
H (-1.76124, 0.20682, -5.49730)
H (0.30865, 3.63038, -3.71346)
C (-3.18106, 5.01262, 1.82932)
C (-2.36458, 3.88784, 1.25638)
O (-3.16957, 3.00458, 0.54197)
O (-2.42857, 5.98479, 2.41034)
H (-3.82822, 4.39089, 2.44797)
H (-3.94022, 5.20049, 1.07005)
H (-1.73134, 3.38820, 1.98950)
H (-1.68019, 4.31787, 0.52510)
H (-2.72746, 2.21159, 0.23006)
H (-2.25047, 6.63885, 1.73057)
C (6.14103, -1.15603, -0.03875)
C (6.06597, -2.66639, -0.49006)
O (5.46978, -2.88451, -1.81868)
O (4.84100, -0.79739, 0.42185)
H (6.37019, -0.53656, -0.90584)
H (6.70717, -0.94878, 0.86935)
H (5.41963, -3.10435, 0.27056)
H (7.03366, -3.15948, -0.39771)
H (5.56573, -2.04737, -2.27869)
H (4.30695, -0.34965, -0.23840)



Formula: C4H2Cl5N
Source: the Open Molecules 2025 dataset
Level of theory: wB97M-V/def2-TZVPD

Computed properties:
E_tot   -68281.4463 eV
SMILES   N#C[C@H](C(Cl)Cl)C(Cl)(Cl)Cl
ΔE to the lowest compared entry with this formula, charge and spin   0.0 kcal/mol
E_HOMO   -11.3 eV
LUMO level   0.0021 hartree

Element x y z (Å)
N (-2.77813, -0.37832, -0.06960)
C (-1.68971, -0.04316, -0.10519)
C (-0.26205, 0.20375, -0.32089)
C (0.58281, -1.17296, -0.52171)
Cl (-0.15429, -2.13885, -1.96244)
Cl (0.70287, -2.11087, 0.84977)
C (0.33022, 1.18399, 0.74535)
Cl (-0.27594, 0.68624, 2.44079)
Cl (-0.04638, 2.86846, 0.41315)
Cl (2.10613, 1.05719, 0.82924)
H (-0.09981, 0.84650, -1.24068)
H (1.58428, -1.00196, -1.05780)



Formula: C28H26CeClF2N6O4
Source: the Open Molecules 2025 dataset
Level of theory: wB97M-V/def2-TZVPD

Computed properties:
E_tot   -77471.8408 eV
Net charge   +1
ΔE to the lowest compared entry with this formula, charge and spin   28.2 kcal/mol
E_HOMO (alpha / beta)   -11.5 / -11.4 eV
LUMO level (alpha / beta)   -0.1081 / -0.1853 hartree

Element x y z (Å)
Ce (-0.21548, 0.79639, 0.29242)
N (-1.57488, 1.48885, -2.40385)
C (-2.32624, 2.66434, -1.93374)
C (-1.83645, 2.91429, -0.51955)
O (-0.54059, 2.89504, -0.39675)
N (-2.71553, 3.09465, 0.40190)
C (-2.19761, 3.31640, 1.75930)
C (-1.29234, 2.14273, 2.07876)
O (-1.80673, 0.99024, 2.08863)
O (-0.04042, 2.27618, 2.15635)
H (-0.59707, 1.76322, -2.47302)
H (-1.85717, 1.23854, -3.34301)
H (-3.39324, 2.46314, -1.94491)
H (-2.12957, 3.56846, -2.52073)
H (-3.04470, 3.33279, 2.44151)
H (-1.63275, 4.24648, 1.83630)
F (3.84686, 4.23935, -1.77300)
C (3.19289, 3.09761, -1.99291)
C (2.46463, 2.53008, -0.96942)
C (1.78952, 1.32073, -1.14329)
C (1.90374, 0.71373, -2.41047)
C (2.58508, 1.35828, -3.43966)
F (2.58362, 0.83559, -4.67619)
C (3.24739, 2.55100, -3.26007)
C (1.30694, -0.62042, -2.62385)
C (1.91310, -1.56939, -3.44800)
C (1.32039, -2.80485, -3.62432)
C (0.11260, -3.05866, -2.99237)
C (-0.41064, -2.07748, -2.17420)
N (0.17094, -0.89407, -1.96164)
H (2.42495, 3.05857, -0.02171)
H (3.77302, 3.03298, -4.07163)
H (2.84508, -1.33803, -3.94101)
H (1.78637, -3.55276, -4.25167)
H (-0.40736, -3.99745, -3.11862)
H (-1.35817, -2.23553, -1.67910)
C (-1.56809, -1.67054, 3.60812)
C (-0.31552, -1.08889, 3.01239)
O (-0.06411, -1.19608, 1.79499)
N (0.54740, -0.55357, 3.88364)
C (1.77233, 0.16627, 3.51493)
C (2.64636, -0.61493, 2.56818)
C (3.56009, -1.53902, 3.05384)
C (4.35955, -2.23135, 2.15882)
C (4.22233, -1.96543, 0.80771)
C (3.28392, -1.02679, 0.41094)
N (2.50168, -0.36662, 1.26277)
H (-2.41973, -1.21695, 3.10229)
H (-1.64375, -1.49107, 4.67758)
H (-1.59209, -2.74359, 3.41840)
H (0.20266, -0.36959, 4.81118)
H (2.31244, 0.36261, 4.43828)
H (1.51850, 1.11324, 3.05155)
H (3.64901, -1.70555, 4.11937)
H (5.07942, -2.95735, 2.51225)
H (4.83057, -2.46985, 0.07042)
H (3.15551, -0.78337, -0.63648)
Cl (-3.75258, -4.32019, 0.28831)
C (-3.81797, -2.60093, 0.13885)
C (-5.02018, -1.94710, -0.06985)
C (-4.99352, -0.56497, -0.14522)
C (-3.78265, 0.10239, -0.05183)
N (-2.61926, -0.53967, 0.10200)
C (-2.64780, -1.86758, 0.23001)
H (-5.94002, -2.50785, -0.16338)
H (-5.90858, -0.00530, -0.27714)
H (-3.73907, 1.18172, -0.07323)
H (-1.70702, -2.36311, 0.43382)



Formula: C6H12O
Source: the Open Molecules 2025 dataset
Level of theory: wB97M-V/def2-TZVPD

Computed properties:
E_tot   -8458.0610 eV
ΔE to the lowest compared entry with this formula, charge and spin   145.1 kcal/mol
E_HOMO   -7.0 eV
LUMO level   0.0277 hartree

Element x y z (Å)
C (-0.69469, 1.10661, -1.89018)
C (-0.90981, 0.62950, -0.43337)
C (-0.17096, 0.07897, 1.35775)
C (1.11926, 0.62035, 1.99607)
C (-0.03115, -1.38149, 1.04429)
C (0.33679, -0.94149, -0.30185)
O (-0.21915, -1.70057, -1.30968)
H (-0.56734, 0.31514, -2.63557)
H (0.12057, 1.82837, -2.00228)
H (-1.61708, 1.63092, -2.18167)
H (-1.76332, -0.05018, -0.40958)
H (-1.22062, 1.52948, 0.09641)
H (1.86747, 1.15228, 1.39282)
H (0.83172, 1.31238, 2.79977)
H (1.66011, -0.20696, 2.48577)
H (-0.98937, -1.90604, 1.03242)
H (0.73167, -1.93183, 1.59563)
H (1.37836, -0.66011, -0.47373)
H (0.13754, -1.42535, -2.16300)